# C39H38CaIN7O2SSi

C39H38CaIN7O2SSi as an isolated structure (ωB97M-V/def2-TZVPD, the OMol25 dataset).

```
90
Properties=species:S:1:pos:R:3:forces:R:3
Ca -0.217 -0.121 0.041 0.06 0.13 -0.67
C -0.107 -3.500 -0.431 -0.01 -0.09 0.03
N -0.357 -2.592 0.689 -0.03 0.11 0.03
C 0.616 -2.859 1.755 0.02 -0.12 0.02
C 0.801 -1.742 2.744 0.05 -0.08 0.11
C 1.071 -2.018 4.079 -0.02 0.02 -0.02
C 1.386 -0.972 4.929 0.00 0.01 -0.01
C 1.417 0.318 4.422 -0.01 0.01 -0.05
C 1.109 0.505 3.085 0.01 0.06 0.06
N 0.808 -0.501 2.267 -0.08 0.04 -0.02
C -1.713 -2.738 1.231 -0.01 -0.06 0.09
C -2.815 -2.353 0.280 -0.05 -0.02 -0.01
C -3.962 -3.131 0.193 0.03 0.02 -0.02
C -4.993 -2.723 -0.634 0.03 0.00 0.01
C -4.839 -1.554 -1.359 0.02 0.01 -0.01
C -3.654 -0.849 -1.219 -0.05 0.02 -0.05
N -2.665 -1.227 -0.419 0.07 0.00 0.19
C -0.548 -3.029 -1.795 -0.03 -0.05 -0.07
C -0.899 -3.986 -2.741 -0.02 0.04 0.00
C -1.225 -3.586 -4.024 -0.01 0.01 0.01
C -1.205 -2.234 -4.317 0.01 0.04 0.03
C -0.856 -1.351 -3.308 -0.03 -0.01 -0.06
N -0.521 -1.727 -2.077 -0.04 -0.07 0.10
H 0.971 -3.659 -0.497 0.00 0.05 -0.02
H -0.569 -4.480 -0.238 0.05 0.00 0.01
H 0.359 -3.783 2.296 0.03 0.00 -0.03
H 1.590 -3.002 1.281 0.00 0.03 0.00
H 1.038 -3.039 4.436 0.00 0.00 0.01
H 1.604 -1.159 5.972 0.00 -0.01 0.00
H 1.663 1.168 5.042 0.00 -0.01 0.02
H 1.091 1.495 2.642 0.01 0.00 0.02
H -1.873 -3.774 1.569 -0.02 0.02 -0.01
H -1.808 -2.089 2.106 -0.01 0.02 -0.01
H -4.039 -4.038 0.779 -0.02 -0.01 0.00
H -5.900 -3.308 -0.712 -0.01 0.00 0.00
H -5.609 -1.192 -2.025 -0.01 0.00 0.00
H -3.492 0.063 -1.783 -0.01 -0.02 -0.01
H -0.913 -5.033 -2.464 -0.01 -0.01 0.00
H -1.499 -4.314 -4.777 0.00 0.00 0.00
H -1.459 -1.858 -5.298 0.00 -0.01 -0.01
H -0.849 -0.287 -3.495 0.00 0.02 -0.02
C 6.026 -1.215 0.062 0.01 0.09 -0.07
Si 5.588 -0.101 -1.384 -0.09 -0.07 -0.01
C 7.059 1.043 -1.674 -0.03 -0.04 -0.01
C 5.332 -1.090 -2.961 0.08 0.08 0.08
C 4.095 0.993 -1.011 0.10 0.08 -0.01
C 4.224 2.372 -0.985 0.01 0.00 -0.01
C 3.133 3.198 -0.714 -0.06 0.00 0.01
C 1.917 2.593 -0.492 0.03 0.05 -0.02
N 1.747 1.267 -0.525 0.06 0.06 0.41
C 2.803 0.464 -0.751 0.10 -0.34 -0.04
S 2.506 -1.252 -0.731 -0.07 0.19 0.03
H 6.927 -1.791 -0.164 0.01 -0.01 -0.01
H 5.210 -1.902 0.278 -0.02 -0.02 0.00
H 6.224 -0.622 0.958 -0.01 0.01 0.00
H 7.940 0.440 -1.908 0.00 -0.01 0.00
H 7.301 1.642 -0.794 -0.02 0.00 0.02
H 6.899 1.722 -2.514 -0.02 0.01 -0.01
H 6.254 -1.611 -3.231 -0.01 -0.01 0.00
H 5.068 -0.430 -3.792 0.00 0.02 0.01
H 4.533 -1.819 -2.840 -0.03 -0.02 0.02
H 5.190 2.826 -1.174 0.00 0.00 0.00
H 3.223 4.275 -0.683 0.02 0.00 0.00
H 1.025 3.168 -0.275 0.02 0.02 0.00
O -0.589 2.730 1.316 -0.02 0.00 0.00
C -1.553 2.185 1.846 0.02 0.02 -0.01
N -1.910 0.891 1.632 0.10 -0.09 -0.07
C -3.009 0.598 2.403 0.01 -0.07 0.07
O -3.557 -0.486 2.501 -0.03 0.06 0.01
C -3.422 1.845 3.147 -0.03 0.06 0.02
C -4.457 2.092 4.025 0.06 -0.02 -0.06
C -4.556 3.380 4.546 -0.03 0.02 0.03
C -3.643 4.371 4.196 0.00 0.04 0.02
C -2.598 4.109 3.312 0.01 -0.08 -0.03
C -2.515 2.830 2.802 -0.05 0.01 0.06
H -5.160 1.314 4.291 0.00 0.00 0.00
H -5.354 3.621 5.236 0.00 -0.01 0.00
H -3.750 5.361 4.622 0.00 0.00 0.00
H -1.880 4.869 3.035 0.00 0.01 0.00
I 1.267 1.697 -3.828 -0.01 -0.04 -0.10
C -0.565 2.354 -3.051 0.11 0.11 0.06
C -1.252 3.331 -3.765 0.01 0.01 -0.01
C -2.444 3.803 -3.249 -0.03 -0.03 0.06
C -2.906 3.283 -2.048 0.04 0.00 -0.03
C -2.150 2.309 -1.422 -0.09 0.06 -0.03
N -0.992 1.844 -1.907 -0.12 -0.22 -0.04
H -0.850 3.705 -4.695 0.00 0.01 0.00
H -3.004 4.566 -3.774 0.01 0.01 -0.01
H -3.829 3.620 -1.599 -0.01 0.01 0.00
H -2.485 1.866 -0.492 0.01 0.00 0.03
```
Positions in Å, forces in eV/Å.

Summary:
charge: 0
gap between HOMO and LUMO: 7.1 eV
ΔE to the lowest compared entry with this formula, charge and spin: 0.0 kJ/mol
E_LUMO: 0.0160 hartree
spin multiplicity: 1

Löwdin atomic charge list, values in e, 8 entries: number 1, Ca, carries 1.216; number 2, C, carries -0.149; number 3, N, carries -0.223; number 4, C, carries -0.162; number 5, C, carries -0.267; number 6, C, carries -0.012; number 7, C, carries -0.054; number 8, C, carries -0.044

***

# C3H3InO2

C3H3InO2 as an isolated structure at a distorted geometry (ωB97M-V/def2-TZVPD, the OMol25 dataset).

```
9
Properties=species:S:1:pos:R:3:forces:R:3
C 1.184 1.364 -0.541 0.90 2.98 -2.06
C 0.601 0.375 0.124 -4.60 -2.87 3.34
H 0.693 1.862 -1.378 0.10 -0.07 -0.02
H 1.036 -0.119 0.996 0.17 -0.30 -0.42
H 2.129 1.764 -0.175 0.09 -0.20 -0.16
O -0.789 0.115 -0.016 3.56 2.60 -1.07
C -1.286 -0.989 0.508 -0.95 0.75 -0.75
O -2.368 -1.401 0.030 -0.77 3.13 0.12
In -1.200 -2.971 0.452 1.49 -6.03 1.02
```
Positions in Å, forces in eV/Å.

Summary:
charge: +2
gap between HOMO and LUMO (alpha / beta): 7.9 / 5.5 eV
ΔE to the lowest compared entry with this formula, charge and spin: 310.4 kJ/mol
E_LUMO (alpha / beta): -0.4566 / -0.5133 hartree
spin multiplicity: 1

Löwdin atomic charge list, values in e, 8 entries: number 1, C, carries 0.349; number 2, C, carries 0.077; number 3, H, carries 0.155; number 4, H, carries 0.174; number 5, H, carries 0.155; number 6, O, carries 0.109; number 7, C, carries -0.438; number 8, O, carries -0.005

***

# C3H5NO2

A 2-piece molecular cluster, C3H5NO2 overall at a distorted geometry (ωB97M-V/def2-TZVPD, the OMol25 dataset).

```
11
Properties=species:S:1:pos:R:3:forces:R:3
N 2.590 -0.700 -0.771 1.23 -0.19 2.17
C 2.779 0.172 0.026 0.25 -0.75 -0.82
O 3.091 0.893 0.873 -0.02 0.90 0.92
H 2.215 -0.743 -1.648 -1.23 0.01 -2.21
C -1.730 0.570 0.505 1.80 0.91 0.05
C -1.193 -0.611 -0.274 -2.12 -0.14 0.70
O -0.182 -0.771 -0.880 0.37 0.32 -0.24
H -2.774 0.689 0.368 -1.03 -0.06 -0.30
H -1.236 1.549 0.436 0.10 -0.31 -0.73
H -1.573 0.366 1.547 -0.11 -0.64 0.76
H -1.989 -1.414 -0.183 0.76 -0.06 -0.31
```
Positions in Å, forces in eV/Å.

Summary:
charge: 0
gap between HOMO and LUMO: 11.0 eV
ΔE to the lowest compared entry with this formula, charge and spin: 127.9 kJ/mol
E_LUMO: 0.0294 hartree
spin multiplicity: 1
SMILES string: N=C=O.CC=O

Löwdin atomic charge list, values in e, 8 entries: number 1, N, carries 0.204; number 2, C, carries -0.419; number 3, O, carries 0.151; number 4, H, carries 0.039; number 5, C, carries -0.053; number 6, C, carries -0.313; number 7, O, carries 0.048; number 8, H, carries 0.060

***

# C32H37Cl45FI2N2O4PS

C32H37Cl45FI2N2O4PS as an isolated structure at a distorted geometry (ωB97M-V/def2-TZVPD, the OMol25 dataset).

```
125
Properties=species:S:1:pos:R:3:forces:R:3
C 7.515 0.631 -1.184 -0.47 0.59 -0.43
C 6.756 1.189 -2.566 0.13 0.25 0.37
C 5.154 0.712 -2.604 1.52 0.42 0.63
C 4.372 1.457 -1.345 0.79 0.42 0.27
C 3.166 2.466 -1.809 0.86 -0.06 0.12
C 2.016 1.759 -2.766 -0.88 1.20 0.02
C 0.590 1.701 -1.955 -2.13 -1.25 1.29
C -0.276 0.301 -1.663 0.03 3.10 0.30
C 0.320 -1.139 -2.273 -1.20 0.76 -0.46
I 2.289 -1.665 -1.364 -1.39 0.36 0.44
C 0.397 -1.116 -3.944 -2.81 0.17 0.22
C -0.851 -2.088 -4.486 0.22 -0.46 0.95
I 2.260 -1.932 -4.751 -0.97 0.61 -0.42
C -1.713 0.347 -0.809 0.48 4.34 -0.86
C -2.655 -0.960 -0.504 -1.73 -0.50 -0.17
C -4.128 -0.774 -1.274 0.63 4.11 -6.31
O -4.070 -0.025 -2.410 -1.41 -5.71 8.14
F -5.385 -1.402 -0.808 4.14 1.85 -1.27
C -2.264 1.810 -0.231 3.27 -1.39 -2.17
P -3.877 2.065 0.758 -3.61 3.85 -1.21
O -5.011 2.690 -0.186 4.27 -3.15 3.63
O -4.405 0.689 1.686 2.22 2.16 -0.87
O -3.521 3.338 1.945 0.65 -4.58 -0.75
C -1.381 3.194 -0.548 1.34 1.77 -0.27
N -1.702 4.640 -0.161 3.15 -3.65 -2.48
S -0.441 5.680 -0.814 -1.33 -6.36 -0.93
N 0.675 4.552 -1.621 -4.75 -3.49 2.48
C 0.014 3.174 -1.409 0.04 0.10 1.47
H 6.793 -0.172 -0.682 1.87 1.61 -0.94
H 7.673 1.540 -0.448 -0.42 -1.95 -1.31
H 8.587 0.205 -1.416 -2.48 0.72 0.39
H 7.348 0.826 -3.512 -1.31 0.53 1.78
H 6.824 2.378 -2.570 -0.29 -2.52 -0.05
H 5.184 -0.464 -2.453 -0.39 2.44 -0.60
H 4.746 1.047 -3.648 0.45 -0.90 2.00
H 4.049 0.693 -0.488 0.47 1.65 -2.10
H 5.199 2.146 -0.829 -1.86 -1.37 -1.01
H 2.733 2.954 -0.829 0.65 -1.16 -2.28
H 3.653 3.349 -2.438 -1.02 -1.91 1.33
H 2.351 0.751 -3.256 -0.74 1.81 1.31
H 1.848 2.520 -3.670 0.07 -1.65 1.91
H -0.373 -2.058 -2.018 1.40 2.10 -0.24
H 0.120 -0.028 -4.344 1.24 -2.30 0.88
H -1.886 -1.690 -4.049 2.21 -0.59 -1.14
H -0.710 -3.174 -4.020 -0.16 2.23 -1.07
H -0.859 -2.187 -5.652 -0.05 0.38 2.33
H -2.788 -1.091 0.675 -0.70 0.08 -3.50
H -2.234 -1.981 -0.890 -0.58 2.08 0.53
H -3.782 0.485 2.448 -0.87 0.48 -1.22
H -3.012 2.836 2.673 -0.88 1.35 -1.31
C 1.611 -4.577 1.872 0.17 -0.09 -0.05
Cl 1.940 -5.206 0.249 -0.13 -0.01 0.31
Cl 2.903 -3.479 2.387 -0.13 -0.17 -0.02
Cl 0.042 -3.756 1.916 0.03 -0.08 0.00
H 1.578 -5.420 2.568 -0.02 0.30 -0.23
C -8.495 1.869 -0.130 0.32 0.05 0.18
Cl -9.977 2.199 -1.045 0.04 -0.03 -0.05
Cl -8.237 3.113 1.106 -0.08 -0.17 -0.21
Cl -8.567 0.261 0.611 0.00 0.25 -0.16
H -7.650 1.892 -0.823 -0.20 0.03 0.26
C -9.593 -3.968 0.960 -0.02 0.04 -0.07
Cl -9.502 -4.995 2.401 -0.01 0.05 -0.17
Cl -10.965 -2.853 1.075 0.18 -0.17 -0.05
Cl -8.080 -3.072 0.738 -0.15 -0.20 -0.02
H -9.743 -4.610 0.088 0.06 0.23 0.31
C 10.116 -2.430 0.187 0.06 0.03 0.04
Cl 10.098 -0.690 0.523 0.14 -0.33 0.19
Cl 8.822 -2.858 -0.945 0.15 -0.03 0.15
Cl 11.693 -2.923 -0.455 -0.15 0.02 0.08
H 9.944 -2.963 1.125 0.12 0.27 -0.39
C -0.081 -7.284 -2.792 0.08 -0.02 -0.05
Cl 0.010 -8.311 -1.350 -0.02 0.08 -0.19
Cl -1.454 -6.169 -2.676 0.12 -0.11 -0.04
Cl 1.431 -6.388 -3.013 -0.18 -0.10 -0.05
H -0.232 -7.926 -3.663 0.04 0.23 0.31
C -2.257 3.653 -4.905 -0.31 -0.03 -0.04
Cl -1.156 3.266 -6.238 -0.07 -0.03 0.09
Cl -1.460 3.393 -3.344 -1.05 0.17 -1.75
Cl -2.832 5.324 -5.039 0.04 -0.20 0.02
H -3.120 2.986 -4.967 0.27 0.23 -0.01
C -12.875 3.539 0.934 0.06 -0.11 -0.08
Cl -14.357 3.869 0.019 0.19 -0.02 0.08
Cl -12.617 4.783 2.169 -0.01 -0.08 -0.12
Cl -12.947 1.931 1.675 0.07 0.23 -0.13
H -12.031 3.562 0.241 -0.26 -0.01 0.28
C 3.387 4.772 2.210 -0.07 0.06 0.07
Cl 4.689 5.914 1.837 -0.19 -0.11 0.06
Cl 2.234 4.682 0.867 0.32 -0.13 0.52
Cl 4.050 3.168 2.569 -0.09 0.13 -0.01
H 2.856 5.131 3.096 0.20 -0.13 -0.29
C 7.027 -4.901 -4.327 0.06 -0.03 -0.08
Cl 7.118 -5.928 -2.886 -0.03 0.10 -0.18
Cl 5.655 -3.787 -4.211 0.09 -0.11 0.00
Cl 8.540 -4.005 -4.548 -0.21 -0.14 -0.01
H 6.877 -5.544 -5.198 0.05 0.23 0.31
C 7.640 -3.186 3.972 0.04 0.10 0.14
Cl 7.969 -3.814 2.348 -0.25 -0.09 0.24
Cl 8.931 -2.087 4.487 -0.15 -0.18 -0.07
Cl 6.070 -2.365 4.015 0.16 -0.12 0.01
H 7.607 -4.029 4.667 0.05 0.51 -0.32
C 1.276 9.265 0.857 0.12 0.21 -0.02
Cl 2.936 9.635 1.354 -0.19 -0.03 0.02
Cl 0.678 10.489 -0.276 0.03 -0.15 0.18
Cl 1.188 7.651 0.132 0.54 1.26 0.61
H 0.639 9.278 1.746 0.21 -0.04 -0.32
C -0.788 -0.337 3.239 0.68 -0.48 0.09
Cl -1.633 0.971 4.085 -0.13 -0.03 -0.02
Cl -1.244 -0.368 1.527 1.96 0.33 3.25
Cl 0.966 -0.159 3.413 -0.33 -0.03 0.01
H -1.084 -1.287 3.692 0.10 0.32 -0.05
C -10.988 7.789 4.577 0.00 -0.03 -0.05
Cl -9.674 7.498 5.730 -0.16 -0.01 -0.15
Cl -12.393 8.491 5.399 0.14 -0.13 -0.11
Cl -10.442 8.848 3.265 -0.08 -0.18 0.14
H -11.286 6.830 4.145 0.12 0.33 0.15
C 7.870 -6.670 7.177 0.11 -0.05 0.24
Cl 7.801 -5.315 8.317 -0.04 -0.20 -0.17
Cl 7.364 -6.148 5.561 -0.07 -0.39 0.17
Cl 9.502 -7.358 7.126 -0.28 0.07 -0.01
H 7.180 -7.445 7.520 0.22 0.28 -0.16
C -3.249 -6.396 2.309 0.04 -0.08 -0.06
Cl -2.148 -6.783 0.976 -0.18 0.02 0.17
Cl -2.451 -6.656 3.870 -0.11 0.01 -0.15
Cl -3.824 -4.725 2.175 -0.01 -0.14 0.00
H -4.112 -7.063 2.248 0.29 0.26 0.03
```
Positions in Å, forces in eV/Å.

Summary:
charge: 0
gap between HOMO and LUMO: 6.3 eV
E_LUMO: -0.0819 hartree
spin multiplicity: 1

Löwdin atomic charge list, values in e, 8 entries: number 1, C, carries -0.178; number 2, C, carries -0.254; number 3, C, carries -0.225; number 4, C, carries -0.240; number 5, C, carries -0.202; number 6, C, carries -0.167; number 7, C, carries -0.046; number 8, C, carries -0.072

***

# C16H15N5OsSbSe4

C16H15N5OsSbSe4 as an isolated structure (ωB97M-V/def2-TZVPD, the OMol25 dataset).

```
42
Properties=species:S:1:pos:R:3:forces:R:3
Os -0.033 -1.429 -1.263 -0.06 -0.06 -0.04
C 2.762 -1.104 0.145 -0.01 -0.03 0.01
N 2.225 -1.223 -1.238 -0.04 0.04 0.06
C 2.549 -0.072 -2.112 -0.01 -0.03 -0.05
C 1.542 0.996 -1.848 -0.04 -0.02 0.04
N 0.328 0.668 -1.474 -0.01 -0.05 0.03
C -0.381 1.858 -1.316 0.01 0.05 -0.02
C -1.691 2.100 -0.911 0.00 -0.01 0.01
C -2.096 3.416 -0.853 0.00 0.00 0.00
C -1.230 4.471 -1.184 0.00 0.00 0.00
C 0.072 4.244 -1.577 0.01 0.00 0.00
C 0.475 2.915 -1.633 -0.02 -0.02 0.00
N 1.693 2.327 -1.961 0.03 0.00 0.00
C 1.626 -0.986 1.105 0.00 -0.01 0.00
N 0.389 -1.198 0.704 0.05 0.05 -0.12
C -0.429 -1.182 1.834 -0.01 -0.01 0.10
C -1.796 -1.391 1.971 -0.02 0.00 -0.01
C -2.305 -1.307 3.251 0.00 0.00 0.00
C -1.485 -1.027 4.357 0.02 0.00 -0.01
C -0.125 -0.831 4.225 -0.02 0.00 0.01
C 0.383 -0.922 2.936 0.05 0.01 -0.05
N 1.682 -0.807 2.431 -0.04 -0.03 0.01
H 3.455 -0.265 0.233 -0.01 0.01 0.00
H 3.316 -2.014 0.385 0.04 0.02 -0.01
H 2.601 -2.064 -1.664 0.00 0.00 0.00
H 2.444 -0.410 -3.145 0.02 0.00 0.01
H 3.573 0.280 -1.966 0.00 0.01 0.00
H -2.359 1.288 -0.658 0.00 0.00 0.00
H -3.108 3.646 -0.548 0.00 0.00 0.00
H -1.595 5.488 -1.126 0.00 0.00 0.00
H 0.739 5.058 -1.827 0.00 0.00 0.00
H 2.527 2.805 -2.259 0.00 0.00 0.00
H -2.414 -1.647 1.120 0.00 0.00 0.00
H -3.361 -1.475 3.410 0.00 0.00 0.00
H -1.932 -0.972 5.340 0.00 0.00 0.00
H 0.506 -0.627 5.079 0.00 0.00 0.00
H 2.520 -0.676 2.973 0.00 0.00 0.00
Se -3.283 -4.571 -4.407 0.01 -0.01 -0.07
Sb -2.593 -3.899 -2.286 0.02 -0.03 0.02
Se -2.159 -1.292 -2.134 0.08 0.06 0.02
Se 0.098 -3.584 -2.009 0.00 0.03 -0.01
Se -3.130 -4.587 -0.102 -0.02 0.01 0.07
```
Positions in Å, forces in eV/Å.

Summary:
charge: +1
gap between HOMO and LUMO (alpha / beta): 5.2 / 5.2 eV
E_LUMO (alpha / beta): -0.1825 / -0.1828 hartree
spin multiplicity: 1

Löwdin atomic charge list, values in e, 8 entries: number 1, Os, carries 0.656; number 2, C, carries -0.068; number 3, N, carries -0.178; number 4, C, carries -0.095; number 5, C, carries -0.299; number 6, N, carries -0.036; number 7, C, carries -0.203; number 8, C, carries -0.022

***

# C3H7NO2S

C3H7NO2S in the gas phase at a distorted geometry (ωB97M-V/def2-TZVPD, the OMol25 dataset).

```
14
Properties=species:S:1:pos:R:3:forces:R:3
C 2.276 -0.709 -0.035 -1.02 4.70 -0.61
C 0.321 1.938 0.665 -0.38 3.41 -2.73
C -1.994 -1.056 0.011 0.83 -1.48 -4.28
N 1.157 -1.031 -0.429 0.10 -3.20 -0.87
O -0.700 1.079 -1.556 -0.28 0.44 -0.57
O -1.270 -0.024 0.581 0.06 0.47 1.55
S -0.116 0.651 -0.302 -1.73 0.35 -1.63
H 2.914 -1.374 0.359 2.66 -2.39 1.33
H 2.496 0.433 -0.015 0.50 -1.86 -0.03
H 0.699 2.769 -0.078 -0.68 -1.43 2.09
H 0.800 1.611 1.511 1.25 -0.08 2.18
H -1.499 -1.972 -0.349 1.41 0.36 0.68
H -2.404 -0.817 -0.985 -0.53 0.82 0.73
H -2.679 -1.497 0.622 -2.20 -0.10 2.18
```
Positions in Å, forces in eV/Å.

Summary:
charge: 0
gap between HOMO and LUMO (alpha / beta): 7.4 / 6.8 eV
ΔE to the lowest compared entry with this formula, charge and spin: 550.3 kJ/mol
E_LUMO (alpha / beta): 0.0314 / -0.0832 hartree
spin multiplicity: 3

Löwdin atomic charge list, values in e, 8 entries: number 1, C, carries -0.179; number 2, C, carries -0.113; number 3, C, carries -0.168; number 4, N, carries -0.034; number 5, O, carries -0.382; number 6, O, carries -0.325; number 7, S, carries 0.746; number 8, H, carries 0.021

***

Here are the calculated electronic energy numbers, same order: -100845.1238 -12402.4733 -8776.3695 -647488.9846 -294672.8476 -19636.7583 (eV).